No. 1
{
  "formula": "C5H15N2O2",
  "method": "ωB97M-V/def2-TZVPD",
  "elements": ["C", "C", "C", "C", "C", "N", "N", "O", "O", "H", "H", "H", "H", "H", "H", "H", "H", "H", "H", "H", "H", "H", "H", "H"],
  "coordinates": [[1.22577, -1.90853, -0.81845], [2.05758, 0.39519, -0.56226], [-2.43301, -1.11201, -0.33571], [-1.22507, 2.03022, 0.56596], [-0.35794, 0.07514, -0.07564], [0.97611, 0.71933, 2.00717], [0.86826, -0.48209, -0.95430], [-1.14760, -0.80042, 0.39158], [-0.66166, 1.25910, -0.45558], [0.32676, -2.46125, -0.84444], [1.78803, -2.16374, -1.61047], [1.69752, -2.17409, 0.16275], [1.91026, 0.68830, 0.41846], [2.97467, -0.01782, -0.96672], [1.94639, 1.33762, -1.13948], [-2.86500, -0.20652, -0.67910], [-2.95828, -1.59480, 0.41996], [-2.23871, -1.76494, -1.14508], [-0.82854, 1.70466, 1.52899], [-2.29166, 2.04209, 0.62679], [-0.94380, 3.10135, 0.38175], [0.72373, 1.69212, 2.28392], [0.78217, -0.00829, 2.73435], [0.67402, -0.35065, -1.93445]],
  "forces_ev_per_a": [[-1.742, 0.420, 3.898], [-0.423, 1.159, -4.187], [1.667, 0.704, 0.427], [-0.042, 2.999, 1.129], [3.737, -1.271, 0.676], [-0.032, -0.434, -0.076], [0.181, 1.253, 1.695], [-1.647, -1.391, -0.212], [-0.159, 0.495, -1.484], [-1.053, -0.753, -0.155], [2.259, -0.853, -2.618], [-0.197, 0.756, -0.944], [0.538, -0.296, 2.204], [0.089, -0.482, 0.631], [-0.126, -0.459, 0.155], [-0.518, 0.802, -0.132], [-1.280, -0.694, 1.022], [0.374, -0.690, -0.804], [-0.232, 0.016, -0.291], [-0.816, -0.552, -0.396], [-0.040, -1.055, 0.067], [0.061, -1.317, 0.413], [-0.284, 1.253, -0.521], [-0.318, 0.392, -0.497]],
  "lumo_ev": [-4.18, -3.54],
  "total_charge": 1,
  "largest_force_ev_per_a": 4.37,
  "e_tot_ha": -459.048222,
  "homo_ev": [-11.7, -13.5],
  "orbital_gap_ev": [7.5, 10.0]
}

No. 2
{
  "formula": "C10H12O2Tl",
  "method": "ωB97M-V/def2-TZVPD",
  "elements": ["C", "C", "C", "C", "C", "C", "C", "O", "C", "O", "C", "C", "H", "H", "H", "H", "H", "H", "H", "H", "H", "H", "H", "H", "Tl"],
  "coordinates": [[4.02848, -1.05722, 0.11792], [2.64822, -0.35907, 0.02104], [1.81668, -0.66168, -1.22550], [0.49150, -0.03579, -1.30239], [-0.01157, 0.92816, -0.13632], [-1.47139, 1.52394, -0.31661], [-2.50598, 0.41158, 0.30801], [-3.84658, 0.68399, -0.07395], [-4.53735, -0.59439, 0.02510], [-5.04500, -0.93799, 1.03401], [0.82139, 1.24044, 1.07797], [2.15593, 0.59967, 1.14813], [4.48636, -1.05332, -0.91653], [4.64838, -0.51682, 0.88299], [3.92140, -2.15739, 0.41251], [2.19263, -1.33128, -2.05227], [-0.14745, -0.27016, -2.20196], [-1.63752, 1.64776, -1.43303], [-1.51798, 2.49763, 0.24751], [-2.47691, 0.37509, 1.43413], [-2.19928, -0.57838, -0.18140], [-4.51123, -1.24468, -0.90726], [0.44196, 1.92137, 1.89557], [2.79775, 0.80992, 2.05599], [-0.54244, -1.84137, 0.08635]],
  "forces_ev_per_a": [[-1.398, 1.510, 0.195], [0.556, -0.703, -0.967], [-2.042, 2.611, 1.414], [3.746, -0.760, 0.528], [-1.198, 1.130, 0.204], [2.856, -0.371, -0.011], [-1.605, 0.236, -0.420], [1.904, -0.811, 0.255], [-1.068, -1.239, 0.216], [0.649, 0.754, -0.898], [2.322, -2.379, -1.497], [-2.931, 0.942, -0.842], [-0.320, -0.109, 0.925], [-0.369, -0.756, -0.724], [-0.020, 0.973, -0.249], [-0.308, 0.808, 1.062], [0.491, 0.709, 0.953], [-0.201, -0.201, 1.308], [-0.286, -0.983, -0.480], [0.537, 0.039, -0.942], [-0.892, 1.271, 0.505], [0.062, 1.054, 0.585], [0.450, -0.800, -1.061], [-0.533, -0.386, -1.248], [-0.406, -2.539, 1.192]],
  "lumo_ev": -17.10,
  "total_charge": 3,
  "largest_force_ev_per_a": 3.86,
  "e_tot_ha": -709.744904,
  "homo_ev": -20.6,
  "orbital_gap_ev": 3.5
}

No. 3
{
  "formula": "C2H4ClFN2",
  "method": "ωB97M-V/def2-TZVPD",
  "elements": ["N", "N", "C", "C", "F", "Cl", "H", "H", "H", "H"],
  "coordinates": [[-1.63023, 0.31673, 0.31431], [-1.16376, -0.81889, -0.27246], [0.10764, -0.97406, -0.28455], [1.02725, 0.16025, 0.19443], [0.75355, 1.33526, -0.50285], [2.69470, -0.19800, -0.01083], [-2.39813, 0.63053, -0.26966], [-0.89877, 1.04133, 0.24357], [0.54844, -1.88324, -0.68223], [0.95930, 0.39010, 1.27028]],
  "forces_ev_per_a": [[0.319, 1.206, -0.683], [1.160, -1.147, -0.075], [-0.318, 0.889, 0.149], [-0.403, -0.391, 0.603], [0.110, -0.068, -0.034], [1.180, -0.467, -0.411], [-0.321, -0.047, 0.452], [-1.064, -0.083, 0.366], [-0.106, 0.154, 0.055], [-0.559, -0.047, -0.423]],
  "lumo_ev": 0.82,
  "total_charge": 0,
  "smiles": "N/N=C\\[C@H](F)Cl",
  "largest_force_ev_per_a": 1.63,
  "e_tot_ha": -748.121000,
  "homo_ev": -9.8,
  "orbital_gap_ev": 10.6
}

No. 4
{
  "formula": "C30H90N15O5P5",
  "method": "ωB97M-V/def2-TZVPD",
  "elements": ["C", "N", "C", "P", "O", "N", "C", "C", "N", "C", "C", "H", "H", "H", "H", "H", "H", "H", "H", "H", "H", "H", "H", "H", "H", "H", "H", "H", "H", "C", "N", "C", "P", "O", "N", "C", "C", "N", "C", "C", "H", "H", "H", "H", "H", "H", "H", "H", "H", "H", "H", "H", "H", "H", "H", "H", "H", "H", "C", "N", "C", "P", "O", "N", "C", "C", "N", "C", "C", "H", "H", "H", "H", "H", "H", "H", "H", "H", "H", "H", "H", "H", "H", "H", "H", "H", "H", "C", "N", "C", "P", "O", "N", "C", "C", "N", "C", "C", "H", "H", "H", "H", "H", "H", "H", "H", "H", "H", "H", "H", "H", "H", "H", "H", "H", "H", "C", "N", "C", "P", "O", "N", "C", "C", "N", "C", "C", "H", "H", "H", "H", "H", "H", "H", "H", "H", "H", "H", "H", "H", "H", "H", "H", "H", "H"],
  "coordinates": [[5.32561, -3.29974, -1.46281], [4.52539, -3.37581, -2.69613], [4.11460, -2.12053, -3.32411], [4.50947, -4.77529, -3.57793], [5.54650, -4.92121, -4.61562], [4.58264, -5.96864, -2.43323], [3.58619, -6.11966, -1.36871], [5.62622, -6.99215, -2.55712], [2.99083, -4.72451, -4.25649], [1.80075, -4.30947, -3.53566], [2.77037, -5.25926, -5.59421], [5.68192, -2.29534, -1.24864], [6.15445, -4.00445, -1.47889], [4.68243, -3.59234, -0.63153], [3.05331, -1.87595, -3.22599], [4.34241, -2.18593, -4.39076], [4.70560, -1.31360, -2.89343], [3.55416, -5.22857, -0.74574], [2.61449, -6.31739, -1.82173], [3.86735, -6.98759, -0.77677], [5.19874, -7.97609, -2.35311], [5.97832, -7.04065, -3.58501], [6.47049, -6.75497, -1.90610], [1.28165, -5.13512, -3.02500], [2.01076, -3.54409, -2.79489], [1.05162, -3.93873, -4.24021], [3.23734, -4.60768, -6.33375], [1.69941, -5.25130, -5.79255], [3.11100, -6.28978, -5.69652], [-3.19582, 7.24109, 2.23570], [-4.56997, 6.81171, 2.45857], [-5.01217, 6.81883, 3.84972], [-5.41913, 6.03079, 1.27150], [-4.54416, 5.73505, 0.12073], [-6.02558, 4.66102, 2.01187], [-7.20971, 3.99160, 1.41068], [-5.00586, 3.68338, 2.28346], [-6.79418, 6.90244, 0.91930], [-6.57223, 8.12025, 0.14122], [-7.76443, 7.10833, 1.98335], [-2.77284, 7.63809, 3.15934], [-3.07763, 8.01716, 1.48055], [-2.58716, 6.37386, 1.96213], [-5.09889, 7.84317, 4.24158], [-4.21424, 6.37417, 4.45648], [-5.97260, 6.34650, 4.01301], [-6.84050, 3.33991, 0.60853], [-7.62561, 3.37764, 2.20683], [-7.90489, 4.67692, 0.94294], [-5.28960, 2.86881, 2.95604], [-4.52416, 3.25966, 1.39799], [-4.16542, 4.12426, 2.83814], [-6.03546, 8.88913, 0.71281], [-6.03832, 7.85861, -0.76850], [-7.55025, 8.53552, -0.10178], [-7.36186, 7.80458, 2.72527], [-8.12273, 6.18472, 2.43299], [-8.69921, 7.50525, 1.57341], [-2.26829, -3.72176, 2.53906], [-1.61828, -2.43704, 2.44669], [-0.56245, -2.19385, 3.41027], [-1.74304, -1.41306, 1.12258], [-0.72137, -0.34987, 1.16897], [-1.77715, -2.39910, -0.17959], [-0.83669, -3.48272, -0.30392], [-2.20907, -1.89066, -1.48137], [-3.24917, -0.70693, 1.21403], [-4.44101, -1.52828, 1.01825], [-3.44217, 0.43778, 2.11170], [-2.47757, -3.96341, 3.58217], [-1.62801, -4.55318, 2.18615], [-3.11924, -3.78727, 1.86751], [0.16827, -3.02039, 3.42128], [-0.92405, -2.22440, 4.44639], [-0.01700, -1.28501, 3.18831], [0.12168, -3.14014, -0.72654], [-0.61034, -3.93906, 0.65690], [-1.20016, -4.23980, -1.00247], [-1.35505, -1.67004, -2.11850], [-2.90110, -2.58363, -1.97205], [-2.76650, -0.96493, -1.35374], [-4.61482, -2.26582, 1.80745], [-5.30223, -0.86337, 0.93651], [-4.34647, -2.04855, 0.06599], [-2.45883, 0.87682, 2.26020], [-3.84706, 0.03515, 3.04947], [-4.15286, 1.14044, 1.68508], [-2.17301, 2.40922, -1.04336], [-1.70940, 2.81015, -2.35986], [-2.12635, 4.13539, -2.80076], [-0.57210, 1.85273, -3.06129], [-0.86687, 0.41492, -2.99549], [-0.46030, 2.45118, -4.60057], [0.58008, 3.35311, -5.04058], [-1.19420, 1.71304, -5.62415], [0.83201, 2.26567, -2.28096], [1.56723, 1.19722, -1.62131], [1.22920, 3.60896, -1.95949], [-2.50028, 1.36626, -1.03707], [-2.97083, 3.06628, -0.71577], [-1.37007, 2.38921, -0.28799], [-3.17998, 4.27993, -2.58073], [-1.91817, 4.26255, -3.86265], [-1.54781, 4.90343, -2.27247], [0.29171, 4.40699, -4.92768], [1.51553, 3.19175, -4.50624], [0.75436, 3.20767, -6.10636], [-2.22040, 2.10263, -5.72821], [-0.77881, 1.77985, -6.62774], [-1.32865, 0.67597, -5.32038], [2.60935, 1.43489, -1.38325], [1.10972, 0.93967, -0.65715], [1.59835, 0.32336, -2.27034], [0.58109, 4.31527, -2.47508], [2.27009, 3.82490, -2.21141], [1.10144, 3.77933, -0.88051], [6.36550, -0.62376, 3.40660], [5.23334, -0.96076, 2.53745], [5.26527, -0.21817, 1.27053], [4.67905, -2.54789, 2.53965], [5.50927, -3.48048, 1.75388], [4.72628, -2.86493, 4.16919], [3.77632, -2.22152, 5.04338], [5.69882, -3.78722, 4.73324], [3.08224, -2.49842, 2.14237], [2.46400, -3.81572, 2.11709], [2.39708, -1.46750, 1.35184], [6.15915, -0.90904, 4.43272], [6.48378, 0.46007, 3.38145], [7.29419, -1.05002, 3.01145], [4.29838, 0.15876, 0.95877], [5.85754, -0.74703, 0.51896], [5.80190, 0.72343, 1.43700], [3.65146, -1.16634, 4.78945], [2.79061, -2.70081, 5.05367], [4.15814, -2.24865, 6.06830], [6.12676, -4.36543, 3.91737], [6.51897, -3.25204, 5.22673], [5.19340, -4.44019, 5.44680], [1.46117, -3.75940, 1.69972], [3.02706, -4.52464, 1.49998], [2.36676, -4.23705, 3.12316], [2.80429, -1.50160, 0.33233], [2.57470, -0.48828, 1.78343], [1.33221, -1.66139, 1.28430]],
  "forces_ev_per_a": [[-0.924, -0.589, 0.130], [-0.012, 0.425, 0.410], [0.510, -0.353, -0.334], [-0.334, 0.422, 0.017], [-0.029, -0.310, -0.111], [0.444, -0.323, -0.173], [0.450, -0.078, -0.844], [-0.349, 0.181, -0.171], [-0.283, 0.259, 0.131], [-0.506, -0.446, -0.043], [-0.100, 0.189, 0.053], [0.083, 0.040, -0.310], [0.153, 0.158, -0.047], [0.304, 0.161, 0.297], [0.007, -0.074, 0.190], [-0.063, 0.269, -0.016], [-0.053, 0.092, -0.080], [-0.183, -0.056, 0.170], [-0.176, 0.037, 0.265], [-0.032, 0.101, 0.194], [0.118, 0.022, 0.326], [0.093, 0.237, 0.022], [0.035, -0.331, 0.104], [0.199, -0.027, 0.043], [0.063, -0.001, 0.024], [0.198, 0.333, -0.010], [0.177, -0.281, -0.131], [-0.034, -0.055, 0.013], [0.173, 0.052, -0.109], [0.403, -0.461, 0.087], [-0.406, 0.198, 0.354], [0.759, 0.815, 0.256], [0.332, -0.561, -0.049], [-0.043, 0.559, -0.291], [-1.162, -0.025, -0.195], [1.283, -0.195, -0.100], [1.663, -0.096, 0.882], [-0.366, -0.241, -0.111], [-0.139, -0.194, 0.101], [-0.463, 0.145, -0.064], [-0.217, 0.020, 0.085], [-0.212, -0.097, -0.132], [0.114, 0.195, -0.178], [-0.062, 0.005, -0.237], [-0.355, -0.370, 0.138], [0.099, -0.362, -0.164], [-0.225, -0.140, 0.031], [-0.467, 0.007, -0.176], [-0.137, 0.124, 0.320], [-0.686, 0.076, -0.249], [-0.365, -0.045, -0.273], [-0.171, 0.317, -0.140], [0.136, -0.063, -0.060], [0.089, 0.185, -0.008], [0.030, -0.021, -0.197], [-0.312, -0.036, 0.234], [0.607, -0.100, 0.274], [0.294, 0.392, -0.191], [0.650, -0.636, -0.348], [0.530, 0.305, -0.268], [0.474, -1.103, 0.520], [-0.371, 0.666, 0.923], [0.377, 0.076, 0.181], [-0.766, -0.368, -0.457], [0.891, -0.102, -0.179], [-0.338, 0.327, 0.094], [-0.497, -0.202, -0.813], [0.269, 0.346, -0.390], [0.356, -1.231, -0.098], [-0.508, 0.165, -0.053], [0.150, 0.198, 0.226], [-0.329, 0.169, 0.384], [0.006, 0.097, -0.331], [-0.324, 0.485, -0.143], [-0.195, 0.184, 0.071], [-0.070, 0.078, 0.038], [-0.102, -0.038, -0.090], [-0.242, -0.046, 0.181], [-0.037, -0.003, -0.073], [0.242, -0.229, 0.053], [0.155, 0.110, 0.030], [-0.088, 0.143, 0.147], [-0.071, -0.078, 0.092], [-0.134, -0.166, 0.060], [-0.164, 0.326, 0.160], [0.079, 0.423, 0.203], [0.052, 0.064, -0.094], [0.540, -0.642, 0.486], [-0.976, 0.106, -0.149], [0.712, -0.146, 0.141], [0.177, 1.152, 0.020], [0.069, -0.310, 0.135], [0.421, -0.572, -0.688], [-0.049, 0.398, -0.185], [-1.372, 0.179, 0.165], [0.961, -0.864, -0.271], [0.146, -0.412, 0.380], [-0.640, 0.178, 0.659], [-0.316, 0.091, -0.206], [-0.113, 0.061, 0.077], [-0.046, 0.434, -0.062], [-0.122, 0.090, -0.104], [-0.211, -0.106, -0.001], [-0.234, 0.171, 0.060], [0.053, -0.009, 0.085], [0.005, -0.028, -0.038], [0.099, -0.107, 0.028], [0.110, 0.072, 0.019], [0.525, -0.008, 0.207], [0.286, -0.075, -0.139], [-0.050, 0.503, -0.355], [-0.081, -0.210, -0.133], [-0.149, -0.126, 0.188], [0.131, 0.113, -0.002], [0.012, -0.131, -0.158], [0.087, 0.169, -0.053], [-0.242, 0.119, -0.556], [-0.795, 0.691, -0.448], [0.897, 0.604, 0.548], [0.944, 0.828, 0.731], [0.017, -0.325, -0.014], [-0.206, -0.570, -0.545], [0.088, 0.179, 0.546], [-0.211, 0.230, -0.185], [-0.876, 0.155, 0.205], [0.035, -0.511, -0.134], [0.940, -0.431, -0.391], [0.208, -0.226, 0.015], [-0.037, 0.009, 0.091], [0.089, -0.160, 0.362], [-0.170, -0.647, -0.394], [-0.458, -0.037, -0.336], [0.153, -0.191, 0.154], [-0.079, -0.044, -0.109], [0.021, -0.007, -0.115], [0.008, -0.023, -0.045], [-0.025, -0.137, 0.085], [-0.069, -0.045, 0.154], [0.192, -0.138, 0.027], [-0.002, 0.184, -0.014], [0.021, -0.006, 0.077], [0.126, 0.009, -0.006], [-0.248, 0.345, -0.095], [-0.200, 0.080, 0.038], [-0.038, 0.046, 0.265]],
  "lumo_ev": 0.58,
  "total_charge": 0,
  "smiles": "CN(C)P(=O)(N(C)C)N(C)C.CN(C)P(=O)(N(C)C)N(C)C.CN(C)P(=O)(N(C)C)N(C)C.CN(C)P(=O)(N(C)C)N(C)C.CN(C)P(=O)(N(C)C)N(C)C",
  "largest_force_ev_per_a": 1.89,
  "e_tot_ha": -4101.588655,
  "homo_ev": -8.0,
  "orbital_gap_ev": 8.6
}

No. 5
{
  "formula": "C8H10N2Ni",
  "method": "ωB97M-V/def2-TZVPD",
  "elements": ["C", "C", "C", "C", "C", "Ni", "N", "C", "C", "H", "H", "H", "H", "H", "H", "H", "H", "H", "H", "N", "C"],
  "coordinates": [[-1.14383, 0.40609, -1.65349], [-1.28225, 1.15987, -0.45638], [-1.53012, 0.24290, 0.64748], [-1.33302, -1.09592, 0.09397], [-1.22273, -0.96322, -1.32327], [0.33156, 0.08599, 0.39824], [0.54265, -3.49576, -1.57259], [1.73607, 1.07429, 0.08275], [1.05086, 1.75610, 1.12814], [-1.71255, 0.49412, 1.69779], [-1.37682, 2.24008, -0.37301], [-1.46784, -2.02586, 0.64422], [-1.27907, -1.77869, -2.02745], [-1.04403, 0.82794, -2.64431], [0.66671, 2.74565, 0.89457], [2.59545, 0.45539, 0.37256], [0.97811, -2.53917, -1.51056], [1.33967, 1.60778, 2.17773], [1.79901, 1.60531, -0.85982], [1.24647, -1.67678, 2.65854], [1.10572, -1.12612, 1.62489]],
  "forces_ev_per_a": [[-0.246, 0.175, 0.867], [-1.786, -0.109, 0.327], [-1.561, -0.400, -0.688], [-2.186, 0.758, -0.102], [0.101, -0.036, 0.591], [-0.902, -1.547, -0.627], [0.210, 0.425, -0.308], [4.063, 2.259, 0.731], [1.326, 0.386, 0.040], [-0.028, -0.027, -0.525], [0.228, -0.200, -0.106], [0.288, 0.302, -0.297], [0.631, -0.187, 0.073], [0.135, -0.064, -0.008], [-0.458, -0.175, 0.066], [-0.036, 0.459, -0.503], [-0.224, -0.705, 0.020], [-0.193, -0.057, -0.422], [-0.024, -0.226, -0.354], [0.070, 0.826, -1.507], [0.591, -1.860, 2.734]],
  "lumo_ev": [6.22, 6.14],
  "total_charge": -2,
  "largest_force_ev_per_a": 4.71,
  "multiplicity": 3,
  "e_tot_ha": -1928.362808,
  "homo_ev": [1.5, 2.4],
  "orbital_gap_ev": [4.7, 3.8]
}

Which formula does entry 5 have? C8H10N2Ni